{"formula": "C16H18Cl3N2RhS3Si", "method": "ωB97M-V/def2-TZVPD", "total_charge": -2, "homo_ev": [2.550, -1.575], "multiplicity": 5, "gap_ha": [0.0835, 0.2306], "symbols": ["Rh", "C", "N", "C", "C", "N", "C", "C", "C", "C", "C", "C", "C", "S", "C", "C", "C", "C", "C", "C", "S", "H", "H", "H", "H", "H", "H", "H", "H", "H", "H", "H", "H", "H", "H", "H", "H", "H", "H", "Cl", "Si", "Cl", "Cl", "S"], "coordinates": [[7.404, 6.494, 12.646], [4.480, 5.861, 13.031], [5.822, 5.388, 13.543], [6.157, 4.043, 13.001], [6.121, 4.122, 11.480], [7.311, 4.885, 11.025], [8.512, 3.968, 11.100], [7.049, 5.459, 9.673], [6.610, 4.621, 8.667], [6.404, 5.117, 7.370], [6.419, 6.448, 7.111], [6.787, 7.332, 8.156], [7.025, 6.845, 9.420], [7.212, 8.067, 10.754], [5.861, 5.530, 14.942], [5.520, 4.541, 15.856], [5.643, 4.826, 17.221], [5.895, 6.122, 17.691], [6.097, 7.191, 16.784], [6.056, 6.828, 15.415], [6.371, 8.034, 14.204], [3.801, 4.958, 12.971], [4.446, 6.304, 12.046], [4.101, 6.604, 13.700], [5.328, 3.440, 13.294], [7.078, 3.702, 13.499], [5.162, 4.582, 11.022], [6.151, 3.068, 11.072], [8.179, 2.982, 10.640], [8.865, 3.948, 12.130], [9.302, 4.524, 10.666], [6.420, 3.588, 8.960], [6.351, 4.429, 6.573], [6.116, 6.854, 6.123], [6.910, 8.416, 7.989], [5.144, 3.597, 15.535], [5.378, 4.073, 17.945], [6.219, 6.325, 18.716], [6.408, 8.174, 17.110], [10.451, 8.513, 14.000], [9.417, 6.736, 13.814], [9.060, 6.185, 15.876], [10.743, 5.230, 12.911], [9.158, 7.531, 11.223]]}